# 1
Here is a molecular structure, C2H3OP at a distorted geometry from the OMol25 dataset. Energies are from ωB97M-V/def2-TZVPD.

Structure (XYZ):
```
7
Properties=species:S:1:pos:R:3:mulliken_charge:R:1
C -0.21 -0.33 0.34 -0.137
C 0.13 0.92 -0.06 -0.298
O 0.24 -1.49 -0.26 -0.451
P -1.21 1.87 0.29 -0.146
H -0.72 -0.43 1.31 0.390
H 0.75 0.87 -0.87 0.335
H 1.02 -1.42 -0.75 0.308
```

Results
- LUMO (spin up / spin down): -0.6 / -0.6 eV
- HOMO energy (spin up / spin down): -7.3 / -7.5 eV
- Energy above the lowest of the compared OMol25 structures with the same formula, charge and spin: 61.7 kcal/mol
- Total energy: -494.46526 hartree
- Orbital gap (spin up / spin down): 6.7 / 6.9 eV

---

# 2
Here is 2 unconnected molecules or ions with the total composition C2H3OPS at a distorted geometry from the OMol25 dataset. Energies are from ωB97M-V/def2-TZVPD.

Structure (XYZ):
```
8
Properties=species:S:1:pos:R:3:mulliken_charge:R:1
C 4.11 2.86 -0.78 -0.441
C 4.47 1.85 -1.31 -0.378
O -1.48 -2.46 0.93 -0.404
P -2.53 0.16 -0.04 0.022
S -2.70 -1.89 0.46 0.320
H 3.88 3.63 -0.22 0.426
H 4.97 1.13 -1.79 0.393
H -3.94 0.05 0.07 0.062
```

Results
- LUMO (spin up / spin down): -1.6 / -1.5 eV
- HOMO energy (spin up / spin down): -9.3 / -9.3 eV
- Energy above the lowest of the compared OMol25 structures with the same formula, charge and spin: 86.3 kcal/mol
- Total energy: -892.62616 hartree
- Orbital gap (spin up / spin down): 7.8 / 7.8 eV

---

# 3
Here is a molecular structure, C2H3OTl at a distorted geometry from the OMol25 dataset. Energies are from ωB97M-V/def2-TZVPD.

Structure (XYZ):
```
7
Properties=species:S:1:pos:R:3:mulliken_charge:R:1
H -0.58 -0.04 -1.38 0.339
O 1.03 -0.91 -0.32 -0.226
C -0.20 -0.46 -0.37 0.550
C -0.79 0.45 0.45 -0.382
H -1.85 0.66 0.33 0.337
H -0.33 0.70 1.41 0.269
Tl 2.73 -0.40 -0.12 1.114
```

Results
- LUMO (spin up / spin down): -13.7 / -14.7 eV
- HOMO energy (spin up / spin down): -22.1 / -21.9 eV
- Energy above the lowest of the compared OMol25 structures with the same formula, charge and spin: 30.2 kcal/mol
- Charge: +2
- Total energy: -324.75733 hartree
- Orbital gap (spin up / spin down): 8.4 / 7.2 eV

---

# 4
Here is C2H3P in the gas phase at a distorted geometry from the OMol25 dataset. Energies are from ωB97M-V/def2-TZVPD.

Structure (XYZ):
```
6
Properties=species:S:1:pos:R:3:mulliken_charge:R:1
C -0.53 -0.01 0.78 -0.430
C 0.35 -0.22 -0.35 -0.401
P -1.28 0.58 -1.01 0.019
H -0.34 0.41 1.78 0.288
H 1.30 0.43 -0.55 0.238
H 0.50 -1.19 -0.65 0.286
```

Results
- LUMO (spin up / spin down): 1.1 / -1.4 eV
- HOMO energy (spin up / spin down): -7.8 / -9.3 eV
- Spin multiplicity: 3
- Energy above the lowest of the compared OMol25 structures with the same formula, charge and spin: 0.0 kcal/mol
- Total energy: -419.18142 hartree
- Orbital gap (spin up / spin down): 8.9 / 7.9 eV

---

M for every record listed, in sequence, given in g mol⁻¹: 74.02; 106.09; 247.43; 58.02.